(1)
The following is a DFT calculation (the ωB97M-V functional and the def2-TZVPD basis) of 2 unconnected molecules or ions with the total composition C8H16O2 in a non-equilibrium geometry.

ORCA input file:
```
! RIJCOSX wB97M-V def2-TZVPD def2/J DEFGRID3
* xyz 0 1
O -1.25 0.23 -3.19
O 0.54 -1.85 1.89
C -1.95 0.52 -2.00
C -1.78 2.05 -1.73
C 2.36 -2.21 3.35
C -1.50 1.44 -3.96
C 1.13 -2.83 2.69
C -1.50 2.66 -3.05
C 2.17 -0.71 3.11
C 1.39 -0.69 1.76
H 3.14 -0.18 3.16
H -0.69 1.48 -4.73
H 2.52 -2.46 4.41
H 1.51 -0.26 3.88
H -3.01 0.36 -2.27
H -2.46 1.37 -4.49
H 3.23 -2.59 2.78
H 1.91 -0.86 0.80
H 1.30 -3.84 2.27
H 0.32 -2.92 3.44
H -1.69 -0.21 -1.21
H -2.25 3.45 -3.25
H -0.94 2.29 -1.05
H -0.51 3.14 -2.98
H 0.73 0.19 1.64
H -2.71 2.43 -1.27
*
```

Summary:
**HOMO-LUMO gap**: 0.3774 hartree
**Molar mass**: 144.2 g/mol
**SMILES**: C1CCOC1.C1CCOC1
**Energy relative to the best compared isomer or geometry (same formula, charge and spin)**: 61.62 kcal per mole
**Calculated total energy**: -464.8315 a.u.
**HOMO**: -9.327 eV

Per-atom Mulliken charges, elementary charge units: atom 1 (O): -0.38, atom 2 (O): -0.37, atom 3 (C): -0.47, atom 4 (C): -0.37, atom 5 (C): -0.50, atom 6 (C): -0.51, atom 7 (C): -0.45, atom 8 (C): -0.39, atom 9 (C): -0.45, atom 10 (C): -0.30, atom 11 (H): 0.32, atom 12 (H): 0.31, atom 13 (H): 0.31, atom 14 (H): 0.25, atom 15 (H): 0.27, atom 16 (H): 0.27, atom 17 (H): 0.26, atom 18 (H): 0.23, atom 19 (H): 0.27, atom 20 (H): 0.24, atom 21 (H): 0.32, atom 22 (H): 0.26, atom 23 (H): 0.17, atom 24 (H): 0.22, atom 25 (H): 0.17, atom 26 (H): 0.29

(2)
The following is a DFT calculation (the ωB97M-V functional and the def2-TZVPD basis) of a molecular structure, C2H5N in a non-equilibrium geometry.

ORCA input file:
```
! RIJCOSX wB97M-V def2-TZVPD def2/J DEFGRID3
* xyz 0 1
N 0.42 0.27 -0.58
C -0.97 -0.33 -0.21
C 0.78 0.20 0.63
H -1.58 0.27 0.48
H -0.96 -1.38 0.10
H 1.14 -0.76 1.10
H 0.77 1.04 1.36
H -1.48 -0.32 -1.17
*
```

Summary:
**HOMO-LUMO gap**: 0.2962 hartree
**Molar mass**: 43.1 g/mol
**Energy relative to the best compared isomer or geometry (same formula, charge and spin)**: 76.55 kcal per mole
**Calculated total energy**: -133.8114 a.u.
**HOMO**: -7.924 eV

Per-atom Mulliken charges, elementary charge units: atom 1 (N): -0.47, atom 2 (C): -0.71, atom 3 (C): -0.18, atom 4 (H): 0.27, atom 5 (H): 0.31, atom 6 (H): 0.27, atom 7 (H): 0.25, atom 8 (H): 0.25

> Which formula does entry 2 have?

C2H5N